[1]
Here is a 2-piece molecular cluster, C3H7NS overall at a distorted geometry from the OMol25 dataset. Energies are from ωB97M-V/def2-TZVPD.

Calculated values
LUMO energy = 0.930 eV
E_tot = -15545.38665 eV
gap between HOMO and LUMO = 9.27 eV
E_HOMO = -8.34 eV
maximum force = 5.1 eV/Å

```
12
Properties=species:S:1:pos:R:3:forces:R:3:nbo_charge:R:1
C 1.93224 1.07021 0.10291 -0.269 1.034 -1.302 -0.77
C -1.48038 -0.52520 0.09023 0.078 1.096 1.656 0.10
C -2.68064 0.54613 -0.04224 0.768 -1.183 -2.301 -0.67
H 1.40339 1.44698 1.08138 2.109 -0.721 -1.430 0.24
H 1.36602 1.83910 -0.69879 1.826 -2.486 1.637 0.24
H 3.15491 0.99836 -0.09825 -3.400 0.619 1.131 0.24
H -1.85131 -1.58504 0.44900 1.087 1.690 -1.041 0.16
H -2.04460 1.61486 -0.80254 -2.640 -3.364 2.727 0.24
H -3.45028 -0.17028 -0.68198 1.617 2.487 1.035 0.22
H -3.29187 0.75305 0.94206 1.685 0.082 -1.866 0.24
N -0.27767 -0.05641 0.00123 -3.140 -0.769 -0.481 -0.65
S 1.25188 -0.69056 -0.06906 0.280 1.515 0.236 0.42
```
Forces are in eV/Å.


[2]
Here is one molecule with the formula C3H7NS at a distorted geometry from the OMol25 dataset. Energies are from ωB97M-V/def2-TZVPD.

Calculated values
LUMO energy = 0.997 eV
E_tot = -15547.09608 eV
gap between HOMO and LUMO = 9.61 eV
E_HOMO = -8.61 eV
maximum force = 9.1 eV/Å
structure (SMILES) = N[C@H]1C[C@H]1S

```
12
Properties=species:S:1:pos:R:3:forces:R:3:nbo_charge:R:1
N -0.07082 0.38344 1.95765 3.683 7.963 2.284 -0.79
C 0.89863 0.55622 0.90208 -2.249 3.420 0.791 -0.02
C 1.12860 -0.60046 0.20958 4.882 -5.752 -2.501 -0.45
C 0.48071 0.34814 -0.66754 -0.996 1.972 -1.606 -0.44
S -1.12712 -0.26705 -1.14101 -0.641 1.170 0.190 -0.03
H -0.55009 1.34662 2.23877 1.019 -3.111 -0.974 0.37
H -0.63786 -0.27372 1.68104 -4.455 -4.075 -1.426 0.35
H 1.62587 1.37843 0.93424 -0.303 -0.652 0.561 0.22
H 2.23101 -0.77103 -0.17024 -2.083 -0.469 1.259 0.22
H 0.48237 -1.51829 0.48945 1.625 1.430 -0.494 0.23
H 0.99039 0.94434 -1.53840 -0.608 -1.317 2.163 0.24
H -0.65973 -1.34106 -1.74688 0.128 -0.581 -0.247 0.11
```
Forces are in eV/Å.


[3]
Here is a 2-piece molecular cluster, C3H7NS overall at a distorted geometry from the OMol25 dataset. Energies are from ωB97M-V/def2-TZVPD.

Calculated values
LUMO energy (alpha / beta) = 0.375 / -1.219 eV
E_tot = -15544.52759 eV
gap between HOMO and LUMO (alpha / beta) = 9.37 / 6.78 eV
E_HOMO (alpha / beta) = -9.00 / -8.00 eV
maximum force = 5.3 eV/Å

```
12
Properties=species:S:1:pos:R:3:forces:R:3:nbo_charge:R:1
C -0.40835 0.17180 0.97334 -3.293 -4.046 1.109 -0.47
C 0.53380 -0.35689 1.99392 2.011 1.257 0.417 -0.48
C 0.66627 -0.65712 0.54729 2.336 -0.999 -0.544 -0.11
N -0.27292 -0.07708 -2.88641 -0.020 -1.654 1.777 -0.90
S -1.07793 -1.36112 -2.07693 -0.268 0.636 -0.304 0.16
H -1.49060 -0.20442 1.10576 1.683 -0.126 -0.577 0.22
H -0.52294 1.08188 0.61978 0.159 4.769 -1.117 0.21
H 1.26959 0.40756 2.37809 -0.678 -1.170 -0.041 0.20
H 0.22247 -1.14273 2.67877 -0.108 0.318 -0.052 0.22
H 1.61387 -0.57202 -0.09828 -1.957 0.082 0.953 0.19
H 0.61413 0.01322 -2.38163 -0.249 0.597 -0.382 0.38
H -0.12277 -0.46808 -3.78564 0.384 0.336 -1.240 0.37
```
Forces are in eV/Å.


[4]
Here is one molecule with the formula C3H7NS at a distorted geometry from the OMol25 dataset. Energies are from ωB97M-V/def2-TZVPD.

Calculated values
LUMO energy = 0.669 eV
E_tot = -15549.30270 eV
gap between HOMO and LUMO = 8.65 eV
E_HOMO = -7.98 eV
maximum force = 4.4 eV/Å
structure (SMILES) = CNC(C)=S

```
12
Properties=species:S:1:pos:R:3:forces:R:3:nbo_charge:R:1
C -0.59488 1.42543 -0.23874 -1.775 0.192 0.853 -0.43
N 0.46097 0.57385 -0.67105 -2.249 1.688 0.079 -0.55
C 0.72225 -0.62687 -0.31411 2.301 -3.475 1.313 0.18
C -0.05349 -1.34261 0.77510 -1.677 0.483 -1.143 -0.69
S 2.15011 -1.32192 -0.87873 -0.583 -0.189 -0.103 -0.27
H -0.98076 2.03247 -1.03666 0.104 0.269 -0.505 0.21
H -0.33806 2.06569 0.57878 0.823 0.699 0.381 0.20
H -1.48520 0.94911 0.19992 0.402 -0.551 -0.591 0.21
H 0.96353 0.87296 -1.45149 1.167 0.705 -1.160 0.41
H -0.47899 -2.30160 0.44031 0.690 0.190 -0.250 0.25
H 0.61671 -1.54672 1.58967 -0.023 0.151 0.509 0.26
H -0.98218 -0.77979 1.00700 0.820 -0.162 0.616 0.20
```
Forces are in eV/Å.


[5]
Here is one molecule with the formula C3H7NS at a distorted geometry from the OMol25 dataset. Energies are from ωB97M-V/def2-TZVPD.

Calculated values
LUMO energy = 0.467 eV
E_tot = -15545.00930 eV
gap between HOMO and LUMO = 9.21 eV
E_HOMO = -8.74 eV
maximum force = 10.5 eV/Å
structure (SMILES) = N[C@H]1C[C@H]1S

```
12
Properties=species:S:1:pos:R:3:forces:R:3:nbo_charge:R:1
N -1.64347 -1.03177 0.12408 0.480 -9.872 3.398 -0.87
C -1.33844 0.16669 -0.35671 -2.205 2.090 0.111 -0.08
C -0.57257 1.04686 0.57294 -1.048 5.016 2.304 -0.44
C 0.06013 0.59498 -0.62146 4.428 0.167 -2.104 -0.31
S 1.66901 -0.35008 -0.02960 -1.653 1.897 2.175 -0.10
H -1.08652 -1.89606 -0.38358 -1.988 2.839 1.962 0.38
H -1.74294 -1.31274 1.28530 0.803 1.638 -4.691 0.39
H -2.37113 0.53037 -0.88885 3.232 0.429 0.600 0.21
H -1.01258 2.10007 0.49194 0.971 -1.227 0.478 0.22
H 0.03434 0.88576 1.57091 -2.368 -0.175 -1.903 0.23
H 0.43418 1.26894 -1.45618 -1.048 -0.875 1.125 0.24
H 1.65006 0.39625 1.41700 0.397 -1.926 -3.455 0.13
```
Forces are in eV/Å.


[6]
Here is one molecule with the formula C3H7NS2 at a distorted geometry from the OMol25 dataset. Energies are from ωB97M-V/def2-TZVPD.

Calculated values
LUMO energy = 0.111 eV
E_tot = -26382.31704 eV
gap between HOMO and LUMO = 8.38 eV
E_HOMO = -8.26 eV
maximum force = 5.8 eV/Å
structure (SMILES) = CNC(=S)CS

```
13
Properties=species:S:1:pos:R:3:forces:R:3:nbo_charge:R:1
C 1.18572 -1.01151 -0.06791 0.721 -2.030 -0.286 -0.49
N 0.97814 0.48812 -0.53070 3.200 -3.525 -3.232 -0.62
C 0.05216 1.22645 0.08463 -0.933 1.739 -1.042 0.09
S -0.07160 2.86118 -0.11636 0.241 -0.216 0.162 -0.13
C -1.06909 0.44836 0.72200 0.638 -1.668 1.065 -0.61
S -2.51583 0.35424 -0.37540 1.000 -1.743 -0.824 0.02
H 2.18570 -1.49576 -0.38292 -1.470 1.435 -0.473 0.23
H 0.37759 -1.95021 -0.31283 1.747 3.162 0.240 0.21
H 1.39330 -1.10366 1.03385 -0.815 0.742 -0.827 0.22
H 1.58997 0.79124 -1.59743 -2.756 -0.801 4.944 0.46
H -0.64993 -0.59864 0.84596 -1.276 1.316 0.332 0.23
H -1.45633 0.80528 1.69231 0.639 0.166 -0.543 0.26
H -1.99980 -0.81509 -0.99520 -0.935 1.423 0.486 0.12
```
Forces are in eV/Å.


[7]
Here is one molecule with the formula C3H7NS2 at a distorted geometry from the OMol25 dataset. Energies are from ωB97M-V/def2-TZVPD.

Calculated values
LUMO energy = -0.353 eV
E_tot = -26384.14089 eV
gap between HOMO and LUMO = 8.35 eV
E_HOMO = -8.71 eV
maximum force = 2.0 eV/Å
structure (SMILES) = CSC(=S)CN

```
13
Properties=species:S:1:pos:R:3:forces:R:3:nbo_charge:R:1
C -2.08751 -0.14514 -0.34346 -0.074 1.511 1.309 -0.77
S -1.09934 -1.55789 0.18451 0.003 -0.778 -0.519 0.36
C 0.52826 -1.02669 0.17687 1.514 0.210 -0.012 -0.30
S 1.86860 -1.97816 -0.11205 -1.687 0.369 0.361 -0.02
C 0.76309 0.44998 0.56034 0.800 -1.599 -0.296 -0.31
N 1.84898 1.02750 -0.19422 -0.226 0.613 -0.804 -0.82
H -3.05662 -0.60310 -0.46300 -0.430 0.017 -0.068 0.24
H -1.82734 0.36937 -1.28406 0.263 -0.546 0.414 0.24
H -2.15800 0.62448 0.49422 -0.071 -0.959 -1.184 0.22
H -0.12076 1.01542 0.48620 -1.014 0.779 -0.520 0.20
H 0.91008 0.38416 1.64695 0.633 0.283 -0.174 0.23
H 1.71485 0.85425 -1.22528 0.194 0.199 1.637 0.36
H 2.71570 0.58581 0.07298 0.096 -0.100 -0.145 0.37
```
Forces are in eV/Å.


[8]
Here is one molecule with the formula C3H7NSSi at a distorted geometry from the OMol25 dataset. Energies are from ωB97M-V/def2-TZVPD.

Calculated values
LUMO energy (alpha / beta) = -0.393 / -0.286 eV
E_tot = -23419.58101 eV
gap between HOMO and LUMO (alpha / beta) = 7.71 / 7.46 eV
E_HOMO (alpha / beta) = -8.10 / -7.75 eV
maximum force = 3.1 eV/Å

```
13
Properties=species:S:1:pos:R:3:forces:R:3:nbo_charge:R:1
C 0.38522 0.11184 -0.66265 1.434 1.079 -1.158 -0.73
C -0.98049 0.20938 1.85244 -2.572 -1.244 -1.244 -0.40
C -1.09210 -1.21960 1.18502 1.258 0.903 -1.003 -0.52
N 0.22538 0.74349 1.98639 2.489 0.671 -0.022 -0.14
Si 1.65169 0.68654 -2.03342 -1.015 0.518 1.728 0.77
S -0.12385 -1.37411 -0.51189 -0.752 0.241 2.042 0.50
H -1.60038 0.83554 1.14505 -0.172 0.158 1.307 0.23
H -1.26802 0.06901 2.97321 -0.533 0.353 -1.622 0.26
H -0.68473 -1.82036 1.92402 1.310 -1.891 0.887 0.21
H -2.03318 -1.63423 0.94591 -1.522 0.185 -0.001 0.21
H 2.04016 -0.48924 -2.90473 -0.029 0.791 -0.024 -0.16
H 2.83848 1.14874 -1.10629 -1.007 -0.379 -1.156 -0.11
H 0.86137 1.92268 -2.64619 1.111 -1.384 0.266 -0.11
```
Forces are in eV/Å.


[9]
Here is one molecule with the formula C3H7NSi at a distorted geometry from the OMol25 dataset. Energies are from ωB97M-V/def2-TZVPD.

Calculated values
LUMO energy = 0.492 eV
E_tot = -12590.00634 eV
gap between HOMO and LUMO = 10.13 eV
E_HOMO = -9.63 eV
maximum force = 2.2 eV/Å
structure (SMILES) = [H]/N=C/C=C/[SiH3]

```
12
Properties=species:S:1:pos:R:3:forces:R:3:nbo_charge:R:1
H 1.78536 -0.34720 -3.28766 0.528 0.690 -1.172 0.33
N 1.37779 -0.74480 -2.47867 -0.733 0.837 0.865 -0.59
C 0.85920 0.12539 -1.69014 0.590 -1.843 0.336 0.09
C 0.29758 -0.50060 -0.46246 -0.673 1.956 0.731 -0.21
C -0.04490 0.31697 0.54603 0.056 -1.437 0.139 -0.60
Si -1.15004 0.05570 2.04485 -0.260 -0.463 -0.177 0.81
H 0.80688 1.25577 -1.76064 0.211 -1.264 -0.215 0.17
H 0.12217 -1.55625 -0.40994 0.012 -0.421 -0.439 0.22
H 0.32113 1.29969 0.39297 -0.115 1.298 0.023 0.20
H -1.11375 -1.39620 2.69905 -0.035 1.572 -0.725 -0.13
H -2.52901 0.34740 1.38266 0.863 -0.256 0.942 -0.14
H -0.73242 1.14412 3.02395 -0.442 -0.670 -0.306 -0.15
```
Forces are in eV/Å.